This record from OMol25 describes an isolated ion of composition C7H14ClN2 and charge +1 at a distorted geometry. The level of theory is ωB97M-V with the def2-TZVPD basis set.

Last column: Mulliken charge in e.
CARTESIAN COORDINATES (ANGSTROEM)
Cl  -1.19  1.58  2.20  -0.174
N  -1.21  -1.41  1.18  -0.534
N  0.28  0.12  0.27  0.121
C  2.29  1.11  -0.81  -1.652
C  0.88  0.52  -1.03  -0.549
C  -2.01  0.79  0.79  -0.795
C  -0.05  -1.74  1.55  -0.296
C  -1.57  -0.62  -1.29  -1.762
C  -1.20  -0.39  0.20  1.056
C  1.07  -0.93  0.94  -0.729
H  0.07  -2.49  2.29  0.463
H  -2.35  1.54  0.10  0.401
H  0.35  0.87  0.91  0.412
H  2.67  1.54  -1.66  0.512
H  -1.49  0.25  -1.79  0.570
H  -2.96  0.53  1.07  0.559
H  1.15  -0.30  -1.73  0.319
H  -0.96  -1.47  -1.58  0.396
H  -2.61  -1.02  -1.31  0.396
H  3.16  0.62  -0.35  0.347
H  2.10  1.98  -0.33  0.501
H  0.28  1.06  -1.70  0.552
H  1.66  -1.59  0.41  0.414
H  1.65  -0.54  1.66  0.471

Summary:
Electronic energy   -22980.2293 eV
HOMO energy   -14.90 eV
Structure (SMILES)   CC[N@@H+]1CC=N[C@@]1(C)CCl
Total charge   +1

=====

This record from OMol25 describes C33H22ClFO11S as an isolated structure at a distorted geometry. The level of theory is ωB97M-V with the def2-TZVPD basis set.

Last column: Mulliken charge in e.
CARTESIAN COORDINATES (ANGSTROEM)
Cl  -5.34  -5.08  0.86  -0.169
S  -6.46  -0.89  -0.94  1.133
F  -5.57  -2.33  1.93  -0.337
O  -4.20  -4.97  -1.47  -0.457
O  -1.55  -1.17  -2.65  -0.638
O  -5.83  0.09  -1.75  -0.555
O  3.83  0.93  1.59  -0.688
O  -6.17  -0.64  0.62  -0.393
O  -5.56  -2.22  -1.02  -0.417
O  -4.75  0.58  2.45  -0.199
O  1.53  0.83  -6.54  -0.673
O  4.29  1.94  6.83  -0.661
O  -7.84  -1.13  -1.11  -0.570
O  -4.02  1.78  2.21  -0.362
C  2.45  -0.31  -1.77  -0.484
C  -2.53  0.20  -7.34  -0.449
C  6.53  -1.19  5.21  -0.480
C  1.86  4.45  4.52  -0.480
C  4.20  1.73  5.63  0.510
C  6.38  -1.48  3.86  -0.531
C  4.84  0.34  3.64  0.297
C  -1.42  -0.40  -4.86  0.204
C  0.82  0.41  -5.65  0.483
C  3.96  1.17  2.77  0.567
C  5.82  -0.15  5.78  -0.586
C  -3.53  -3.17  -0.05  -0.887
C  2.46  3.15  2.59  -0.605
C  3.34  2.57  4.76  0.253
C  0.58  -0.38  -3.27  0.293
C  -3.32  -0.36  -6.34  -0.623
C  3.24  2.32  3.39  0.254
C  1.38  0.13  -4.30  0.235
C  1.78  4.21  3.16  -0.560
C  1.11  -0.59  -2.01  -0.640
C  5.54  -0.71  3.07  -0.559
C  -2.77  -0.66  -5.10  -0.559
C  2.64  3.63  5.32  -0.588
C  -4.29  -4.43  -0.40  0.557
C  -1.19  0.45  -7.11  -0.634
C  -5.09  -1.39  1.09  1.269
C  -4.09  -0.54  1.90  -1.064
C  2.72  0.40  -4.05  -0.575
C  -0.63  0.15  -5.87  0.409
C  -4.44  -1.94  -0.19  -0.199
C  -0.86  -0.69  -3.52  0.496
C  3.25  0.18  -2.79  -0.576
C  4.97  0.62  5.00  0.278
H  -3.72  -1.16  2.72  0.370
H  -3.38  -1.09  -4.32  0.575
H  -3.88  -1.09  -0.57  0.661
H  7.19  -1.79  5.82  0.399
H  1.32  5.27  4.96  0.406
H  1.17  4.85  2.53  0.417
H  -4.36  -0.56  -6.52  0.422
H  -2.74  -3.04  -0.77  0.312
H  -3.19  -3.19  0.97  0.453
H  -2.96  0.45  -8.30  0.395
H  5.43  -0.93  2.02  0.480
H  3.34  0.78  -4.85  0.478
H  6.93  -2.30  3.42  0.406
H  2.71  3.81  6.39  0.478
H  -3.25  -0.22  1.30  0.522
H  -0.57  0.88  -7.88  0.483
H  -4.08  1.92  1.26  0.332
H  4.30  0.39  -2.60  0.419
H  2.86  -0.48  -0.78  0.471
H  5.92  0.07  6.83  0.478
H  0.49  -0.98  -1.22  0.483
H  2.40  2.95  1.53  0.516

Summary:
Electronic energy   -83172.9996 eV
HOMO energy   -9.94 eV
Total charge   0

=====

This record from OMol25 describes C20H60O10 as an isolated structure at a distorted geometry. The level of theory is ωB97M-V with the def2-TZVPD basis set.

Last column: Mulliken charge in e.
CARTESIAN COORDINATES (ANGSTROEM)
O  2.51  1.98  -0.41  -0.493
O  -3.52  0.94  0.54  -0.774
O  -1.28  -0.34  0.68  0.666
O  -4.79  -0.07  -1.07  -0.777
O  1.58  0.72  4.40  -0.606
O  1.57  -3.59  -1.42  -0.570
O  -0.43  -2.20  1.07  -0.262
O  -3.81  -3.94  -2.30  -0.591
O  3.71  0.19  -0.29  -0.655
O  0.96  6.29  -1.23  -0.559
C  2.66  1.90  -1.80  -1.002
C  -2.60  -2.35  -1.14  -0.244
C  0.79  3.87  -1.07  -0.152
C  -4.26  0.24  1.56  -0.871
C  -4.12  0.71  -1.98  0.760
C  1.22  1.60  2.33  -0.166
C  0.34  5.10  -1.81  -0.754
C  3.64  0.40  1.09  -0.750
C  -3.95  0.07  -3.43  -0.973
C  -0.28  -1.74  2.37  -0.091
C  4.08  -0.79  1.94  -1.009
C  -2.53  -3.30  -2.33  -1.114
C  0.35  1.21  -0.24  -1.275
C  2.39  0.42  -2.16  -0.577
C  -0.76  0.17  -0.52  -1.792
C  1.79  -2.96  -0.26  -1.071
C  -3.59  -1.20  1.58  -0.914
C  2.06  -1.49  -0.56  0.871
C  0.75  -2.68  3.00  -1.228
C  2.35  1.19  3.29  0.704
H  -0.84  -1.18  0.82  -0.147
H  -4.59  1.70  -1.97  0.522
H  -3.55  -0.94  -3.43  0.088
H  -1.84  -4.14  -2.31  0.423
H  -4.87  0.14  -4.01  0.341
H  1.54  -4.49  -1.10  0.422
H  1.04  1.44  4.74  0.387
H  -0.72  5.15  -2.04  0.302
H  1.79  3.59  -1.41  0.300
H  -4.61  0.30  -0.20  0.533
H  0.43  -3.73  2.95  0.339
H  2.51  -0.99  0.31  0.400
H  2.66  -3.34  0.27  0.562
H  -3.62  -1.71  0.62  0.351
H  2.09  2.65  -2.34  0.388
H  3.70  2.16  -1.99  0.378
H  -3.48  -1.71  -1.25  0.276
H  -2.78  -2.88  -0.21  0.332
H  3.94  -0.37  2.93  0.360
H  4.64  0.34  -0.50  0.413
H  1.04  0.92  0.55  -2.075
H  0.81  4.04  0.01  0.317
H  0.83  1.53  -1.16  0.640
H  2.59  0.64  1.20  -0.285
H  0.95  -3.12  0.41  0.371
H  -3.80  -4.59  -3.00  0.342
H  3.50  -1.68  1.69  -0.113
H  1.36  0.14  -1.97  0.829
H  0.06  3.14  -1.39  0.214
H  0.27  -0.80  2.29  0.272
H  1.71  -2.54  2.50  0.146
H  -2.58  0.79  0.65  0.103
H  2.98  1.22  -0.06  1.159
H  -2.35  -2.66  -3.20  0.277
H  -0.37  -0.62  -1.16  1.410
H  2.99  -0.26  -1.56  -0.297
H  0.34  2.13  2.70  0.559
H  0.72  0.76  1.86  -0.493
H  2.95  -1.44  -1.19  0.901
H  -0.13  2.12  0.12  1.165
H  -3.16  0.83  -1.48  -0.460
H  -3.14  0.65  -3.88  0.337
H  -1.77  -1.66  -1.00  0.508
H  5.16  -0.78  1.84  0.506
H  -1.52  0.77  -1.02  0.010
H  1.44  6.71  -1.94  0.330
H  4.31  1.24  1.27  0.728
H  2.86  2.12  3.55  0.426
H  -1.26  -1.52  2.78  0.547
H  -5.32  0.13  1.32  0.427
H  -2.56  -1.12  1.90  0.070
H  -4.08  0.72  2.52  0.460
H  -1.11  -2.87  1.14  0.515
H  1.56  2.28  1.56  0.290
H  0.81  -2.36  4.04  0.459
H  0.75  5.09  -2.82  0.322
H  2.65  0.12  -3.18  0.351
H  3.05  0.42  2.96  -0.929
H  -3.99  -1.91  2.30  0.535
H  1.15  -0.97  -0.86  -1.571

Summary:
Electronic energy   -42168.3426 eV
HOMO energy   -8.54 eV
Total charge   0

=====

This record from OMol25 describes C40H63N8O4PRe as an isolated structure at a distorted geometry. The level of theory is ωB97M-V with the def2-TZVPD basis set.

Last column: Mulliken spin population.
CARTESIAN COORDINATES (ANGSTROEM)
Re  0.03  -0.19  -0.48  1.807
P  3.38  0.40  -1.13  0.143
O  0.47  -2.22  -0.24  0.067
O  1.24  -4.56  -1.08  -0.002
O  -0.46  -0.81  -2.49  0.165
O  -4.86  -3.48  1.43  -0.001
N  -1.70  -2.56  -3.30  0.008
N  0.30  -0.45  1.50  0.020
N  -0.35  1.74  0.33  0.040
N  -4.55  -2.13  3.23  0.000
N  -0.26  -1.38  -4.67  0.009
N  0.71  -1.65  1.96  -0.020
N  -2.17  -0.39  -0.20  0.015
N  1.84  0.13  -0.84  0.421
C  -3.89  -4.25  4.37  0.000
C  -0.65  2.93  2.39  0.014
C  4.31  0.68  0.48  0.008
C  0.27  -0.08  -5.05  -0.001
C  -4.90  -0.76  0.05  0.017
C  1.37  -3.85  1.24  0.006
C  4.92  2.51  -2.36  0.000
C  -1.03  4.06  1.69  0.011
C  0.08  0.53  2.32  0.089
C  -4.18  -0.84  3.79  0.000
C  4.18  -2.26  -1.04  0.006
C  2.96  1.58  -3.61  0.011
C  -2.14  -3.07  -2.01  0.010
C  -1.07  4.02  0.30  0.002
C  -2.67  -1.14  0.79  0.029
C  0.16  -2.49  -5.51  0.001
C  -0.81  -1.57  -3.44  0.031
C  -2.80  -0.82  4.44  0.000
C  2.28  -5.42  2.84  0.001
C  -4.52  -2.41  1.92  -0.001
C  1.54  -4.80  0.21  -0.003
C  -4.39  0.05  -0.95  -0.014
C  2.44  -6.35  1.81  -0.002
C  -0.72  2.84  -0.34  -0.042
C  4.03  -1.11  -2.04  0.007
C  -0.32  1.78  1.69  0.072
C  2.08  -6.05  0.52  0.002
C  5.38  -0.90  -2.75  0.000
C  -2.48  -3.08  -4.42  0.000
C  -3.02  0.19  -1.06  -0.006
C  -4.97  -3.21  4.14  0.000
C  5.84  0.59  0.32  -0.001
C  3.95  2.08  1.02  0.005
C  -4.03  -1.36  0.95  -0.020
C  2.57  3.03  -1.67  0.023
C  1.75  -4.18  2.55  -0.002
C  3.50  1.94  -2.21  0.009
C  3.86  -0.32  1.55  0.006
C  2.98  -1.57  -3.08  0.094
C  0.83  -2.52  0.98  0.079
H  2.20  -6.76  -0.29  0.000
H  -5.04  0.54  -1.66  0.000
H  -1.30  4.96  2.22  0.000
H  -2.19  -4.16  -2.06  0.000
H  -1.45  -2.79  -1.23  0.004
H  -1.36  4.88  -0.28  0.001
H  2.95  3.52  -0.78  0.003
H  -2.55  0.19  4.76  0.000
H  4.87  3.33  -3.08  0.000
H  1.99  1.09  -3.53  -0.013
H  6.29  0.89  1.27  0.001
H  2.57  -5.66  3.85  0.000
H  -5.26  -2.73  5.07  0.000
H  -4.26  -5.02  5.05  0.000
H  3.27  -2.42  -0.45  -0.008
H  2.84  2.50  -4.18  0.000
H  4.32  -0.02  2.49  0.001
H  -1.95  -1.62  1.45  -0.001
H  1.59  2.62  -1.45  -0.021
H  -4.93  -0.58  4.54  0.000
H  0.21  0.41  3.38  -0.018
H  5.68  -1.86  -3.18  0.000
H  6.23  1.26  -0.44  0.000
H  4.36  2.15  2.03  0.001
H  -2.17  -4.09  -4.69  0.000
H  -0.07  -3.44  -5.04  0.000
H  -2.03  -1.16  3.74  0.004
H  -0.73  2.77  -1.42  -0.012
H  3.64  0.94  -4.17  0.001
H  -5.97  -0.94  0.13  0.000
H  3.00  -0.97  -3.99  0.006
H  0.92  -3.65  -1.15  -0.008
H  0.01  0.66  -4.30  -0.003
H  4.38  2.88  0.44  0.000
H  6.17  -0.42  0.11  0.000
H  5.32  -0.19  -3.57  0.001
H  -3.62  -4.74  3.43  0.000
H  2.87  2.22  1.09  -0.010
H  6.17  -0.59  -2.07  0.001
H  -5.86  -3.67  3.71  0.000
H  1.25  -2.43  -5.64  0.000
H  -2.41  -2.43  -5.28  0.000
H  -4.25  -0.08  3.01  0.000
H  5.64  1.79  -2.73  0.000
H  4.37  -3.18  -1.60  0.000
H  -0.31  -2.45  -6.50  0.000
H  -0.61  2.92  3.47  -0.001
H  4.18  -1.34  1.35  0.003
H  1.36  -0.12  -5.14  0.000
H  2.79  -0.31  1.68  -0.015
H  -3.00  -3.81  4.81  0.000
H  2.85  -7.33  2.03  0.000
H  -2.58  0.77  -1.85  0.011
H  2.46  3.79  -2.44  0.001
H  -3.14  -2.70  -1.78  0.001
H  1.62  -3.45  3.33  -0.001
H  5.02  -2.12  -0.36  0.002
H  -2.76  -1.47  5.31  0.000
H  -3.53  -3.12  -4.10  0.000
H  1.97  -1.54  -2.66  -0.048
H  -0.14  0.21  -6.01  0.000
H  3.21  -2.60  -3.36  0.000
H  5.30  2.93  -1.43  0.000

Summary:
Electronic energy   -74021.9117 eV
HOMO energy (alpha / beta)   -12.63 / -12.86 eV
2S+1   4
Total charge   +2

=====

This record from OMol25 describes an isolated ion of composition C7H14N3O and charge +1 at a distorted geometry. The level of theory is ωB97M-V with the def2-TZVPD basis set.

Last column: Mulliken charge in e.
CARTESIAN COORDINATES (ANGSTROEM)
O  -1.86  2.00  0.18  -0.369
N  -0.89  -1.55  -1.96  -0.553
N  1.75  -0.01  -0.04  -0.256
N  -0.74  0.46  -0.88  -0.123
C  -2.50  2.37  1.39  -0.836
C  -0.56  0.50  1.61  -1.375
C  1.76  -2.50  -0.80  -0.933
C  1.19  -1.07  -0.73  -0.054
C  2.96  0.22  0.12  -0.428
C  -0.13  -0.76  -1.11  0.471
C  -0.97  1.02  0.27  0.982
H  1.51  -2.90  0.29  0.262
H  3.75  -0.37  -0.43  0.199
H  2.80  -2.32  -0.76  0.309
H  -0.62  1.38  2.24  0.474
H  -3.34  3.13  1.03  0.245
H  -1.17  -0.28  1.90  0.441
H  -1.75  -1.07  -2.30  0.302
H  1.30  -3.10  -1.67  0.301
H  -1.10  1.07  -1.61  0.307
H  -1.80  3.06  1.89  0.395
H  3.21  1.12  0.72  0.255
H  -2.75  1.44  1.94  0.395
H  -0.46  -1.91  -2.80  0.258
H  0.40  0.09  1.51  0.330

Summary:
Electronic energy   -13994.7034 eV
HOMO energy   -11.47 eV
Structure (SMILES)   C=N/C(C)=C(N)\[NH+]=C(/C)OC
Total charge   +1

=====

This record from OMol25 describes CH6BrPSi2 as an isolated structure at a distorted geometry. The level of theory is ωB97M-V with the def2-TZVPD basis set.

Last column: Mulliken charge in e.
CARTESIAN COORDINATES (ANGSTROEM)
Br  -3.61  0.61  -0.65  -0.126
P  -3.36  -0.87  0.89  -0.010
Si  -0.77  -1.01  0.04  0.317
Si  2.03  0.75  0.17  0.338
C  0.55  0.04  -0.63  -0.454
H  2.99  1.30  -0.78  -0.115
H  -0.43  -1.43  1.35  -0.086
H  1.41  1.80  1.00  -0.088
H  0.48  0.45  -1.64  0.402
H  2.36  -0.19  1.29  -0.098
H  -1.64  -1.45  -1.04  -0.080

Summary:
Electronic energy   -96216.0580 eV
HOMO energy (alpha / beta)   -7.93 / -7.95 eV
Total charge   0

=====

This record from OMol25 describes a 2-piece molecular cluster, CH6N3S overall at a distorted geometry. The level of theory is ωB97M-V with the def2-TZVPD basis set.

Last column: Mulliken charge in e.
CARTESIAN COORDINATES (ANGSTROEM)
S  1.11  2.51  -0.44  -0.896
N  -1.01  0.12  -0.93  -0.721
N  0.74  -0.18  0.59  -0.332
N  -0.85  -1.96  0.24  -0.579
C  -0.37  -0.63  -0.08  0.526
H  -1.53  -2.20  -0.46  0.296
H  -0.63  1.08  -0.88  0.204
H  0.51  3.62  -0.10  -0.004
H  -0.08  -2.59  0.25  0.214
H  1.01  -0.54  1.49  0.165
H  1.10  0.78  0.32  0.127

Summary:
Electronic energy   -16441.1938 eV
HOMO energy   -3.16 eV
Total charge   -1

=====

This record from OMol25 describes a single C2H2F2S molecule at a distorted geometry. The level of theory is ωB97M-V with the def2-TZVPD basis set.

Last column: Mulliken charge in e.
CARTESIAN COORDINATES (ANGSTROEM)
S  3.27  -0.36  0.00  -0.177
F  1.63  1.65  -0.01  -0.170
F  0.34  -1.72  -0.05  -0.252
C  0.43  -0.35  0.22  -0.119
C  1.77  0.35  0.02  0.271
H  -0.36  0.20  -0.53  0.219
H  0.21  -0.34  1.20  0.228

Summary:
Electronic energy   -18375.1181 eV
HOMO energy (alpha / beta)   -9.64 / -9.64 eV
Structure (SMILES)   FCC(F)=S
Total charge   0